1.
Molecular formula: C33H36F6Ge2N5O7S2SiTi
Method: DFT, ωB97M-V/def2-TZVPD

```
! wB97M-V def2-TZVPD RIJCOSX def2/J DEFGRID3
* xyz -2 2
Ti 1.342 0.501 -0.949
O 2.537 -2.034 -3.875
C 2.431 -1.489 -2.800
N 2.447 -0.131 -2.519
C 2.992 0.786 -3.365
O 3.600 0.616 -4.407
C 2.871 2.172 -2.766
C 3.250 3.294 -3.477
C 3.165 4.530 -2.859
C 2.727 4.588 -1.545
C 2.345 3.419 -0.912
N 2.398 2.234 -1.515
C 2.370 -2.261 -1.505
C 2.677 -3.610 -1.478
C 2.928 -4.203 -0.253
C 2.881 -3.410 0.883
C 2.489 -2.089 0.766
N 2.189 -1.524 -0.403
H 3.596 3.159 -4.493
H 3.434 5.435 -3.391
H 2.653 5.529 -1.019
H 1.979 3.405 0.107
H 2.739 -4.137 -2.420
H 3.164 -5.257 -0.180
H 3.114 -3.808 1.861
H 2.382 -1.456 1.637
F 0.064 2.880 -5.448
C 0.071 1.540 -5.521
F 1.304 1.133 -5.764
F -0.711 1.168 -6.542
S -0.653 0.922 -3.940
O 0.118 1.498 -2.854
O -2.013 1.356 -4.070
N -0.449 -0.638 -4.123
S -0.759 -1.540 -2.869
O -0.330 -2.890 -3.039
O -0.447 -0.867 -1.611
C -2.628 -1.716 -2.871
F -3.087 -1.714 -4.127
F -3.239 -0.762 -2.187
F -2.956 -2.898 -2.323
C -2.947 2.168 -0.717
Si -1.248 2.793 -0.222
C -1.496 3.653 1.455
C -0.865 4.197 -1.451
O -0.100 1.673 -0.110
H -3.680 2.976 -0.614
H -3.268 1.335 -0.086
H -2.961 1.832 -1.754
H -2.551 3.638 1.742
H -1.168 4.698 1.437
H -0.932 3.142 2.236
H -1.799 4.666 -1.777
H -0.356 3.815 -2.338
H -0.238 4.972 -1.000
C 0.745 1.951 3.843
Ge 0.470 -0.007 3.665
C -0.665 -0.393 5.273
C 2.197 -0.787 4.269
Ge -0.277 -0.692 1.346
C -2.265 -0.504 1.573
C -3.117 -1.308 0.809
C -4.497 -1.197 0.891
C -5.071 -0.263 1.745
C -4.248 0.548 2.513
C -2.866 0.426 2.423
C -0.315 -2.744 1.673
C -0.242 -3.340 2.939
C -0.282 -4.719 3.114
C -0.408 -5.559 2.014
C -0.484 -4.999 0.747
C -0.430 -3.619 0.588
H 1.628 2.145 4.456
H -0.123 2.427 4.307
H 0.915 2.389 2.861
H -0.260 0.189 6.106
H -0.626 -1.451 5.542
H -1.710 -0.118 5.126
H 2.354 -0.507 5.314
H 3.011 -0.377 3.668
H 2.204 -1.877 4.195
H -2.690 -2.048 0.143
H -5.127 -1.835 0.281
H -6.150 -0.167 1.809
H -4.684 1.280 3.185
H -2.241 1.079 3.021
H -0.149 -2.712 3.816
H -0.218 -5.140 4.113
H -0.448 -6.635 2.145
H -0.578 -5.635 -0.127
H -0.453 -3.224 -0.421
N 3.201 1.221 1.645
C 2.524 0.915 0.753
*
```

energy above the lowest of the compared OMol25 structures with the same formula, charge and spin: 0.884 eV
frontier orbital gap (spin up / spin down): 5.374 / 5.431 eV
largest force on an atom: 4.332 eV Å⁻¹

=====

2.
Molecular formula: C3H5FO
Method: DFT, ωB97M-V/def2-TZVPD

```
! wB97M-V def2-TZVPD RIJCOSX def2/J DEFGRID3
* xyz 0 1
C -0.748 0.064 -0.389
C 0.232 -1.041 0.143
C 0.318 0.990 0.068
H -0.591 0.091 -1.516
H 0.175 -1.275 1.236
H 0.213 -1.930 -0.473
H 0.951 2.003 -0.093
H 0.141 1.191 1.239
O 1.445 -0.105 -0.221
F -2.136 0.011 0.008
*
```

energy above the lowest of the compared OMol25 structures with the same formula, charge and spin: 3.042 eV
frontier orbital gap: 11.431 eV
largest force on an atom: 6.806 eV Å⁻¹

=====

3.
Molecular formula: C9H7Br2N3O2S
Method: DFT, ωB97M-V/def2-TZVPD

```
! wB97M-V def2-TZVPD RIJCOSX def2/J DEFGRID3
* xyz 0 1
C 3.309 -1.103 -0.404
C 2.269 -0.440 0.577
Br 2.949 -0.207 2.423
C 1.719 0.956 -0.060
Br 1.949 2.514 1.174
C 0.167 0.712 -0.285
C -0.667 0.691 1.007
C -2.105 0.431 0.950
O -2.840 0.413 2.153
N -3.143 -0.877 2.593
O -2.234 -1.615 2.505
C -2.693 0.215 -0.420
N -4.043 -0.017 -0.668
S -4.144 -0.178 -2.324
N -2.584 0.065 -2.918
C -1.889 0.265 -1.716
C -0.399 0.514 -1.616
H 3.425 -2.209 -0.196
H 2.879 -1.024 -1.454
H 4.304 -0.578 -0.441
H 1.400 -1.159 0.658
H 2.245 1.214 -1.018
H -0.161 0.872 1.987
H 0.287 0.544 -2.507
*
```

frontier orbital gap: 8.029 eV
largest force on an atom: 4.972 eV Å⁻¹